# 1
C4H9N in the gas phase, computed with ωB97M-V/def2-TZVPD.

Calculated values
energy relative to the best compared isomer or geometry (same formula, charge and spin)	25.2	kcal/mol
highest occupied orbital energy	-9.113	eV

Geometry as XYZ:
```
14
C4H9N (ωB97M-V/def2-TZVPD)
C -1.91748 0.25710 -0.17183
C -0.68738 -0.62093 0.10882
C 1.28140 0.88133 0.08222
C 1.78537 -0.50264 -0.11077
H -2.76041 -0.11202 0.41173
H -1.72668 1.31912 0.07956
H -2.14118 0.25590 -1.25990
H -0.52982 -0.68473 1.21029
H -0.86660 -1.64169 -0.23304
H 1.68396 1.66538 -0.53785
H 1.02753 1.17353 1.09012
H 1.84496 -1.13089 0.77540
H 2.53378 -0.72428 -0.84613
N 0.47254 -0.13518 -0.59862
```


# 2
C4H9N as an isolated structure, computed with ωB97M-V/def2-TZVPD.

Calculated values
energy relative to the best compared isomer or geometry (same formula, charge and spin)	56.8	kcal/mol
highest occupied orbital energy	-9.786	eV

Geometry as XYZ:
```
14
C4H9N (ωB97M-V/def2-TZVPD)
C -0.76736 0.10851 1.30826
C -0.55874 -0.65115 -0.00142
C 0.98906 -0.54368 -0.22666
C 0.74618 0.71694 -1.05896
H 0.20076 0.63870 1.62504
H -0.86295 -0.64758 2.08753
H -1.73509 0.67790 1.17442
H -1.12553 -1.52036 -0.08245
H 1.46762 -0.53451 0.75407
H 1.41883 -1.46256 -0.81352
H 1.14796 0.79927 -2.06352
H 0.79883 1.59210 -0.37448
H -1.15111 0.78356 -1.04102
N -0.56845 0.04287 -1.28728
```


# 3
C4H9N in the gas phase, computed with ωB97M-V/def2-TZVPD.

Calculated values
energy relative to the best compared isomer or geometry (same formula, charge and spin)	8.4	kcal/mol
highest occupied orbital energy	-7.777	eV

Geometry as XYZ:
```
14
C4H9N (ωB97M-V/def2-TZVPD)
C 1.05711 -0.46182 -1.73094
N -0.21917 -1.17018 0.89856
C -0.20634 0.14117 0.38048
C 0.14660 0.39428 -0.88908
C -0.89527 1.15283 1.23643
H 2.00659 0.06163 -1.86353
H 0.57295 -0.49236 -2.70998
H 1.32730 -1.42766 -1.31366
H 0.51653 -1.79808 0.61315
H -0.22681 -1.14711 1.91196
H -0.16842 1.32811 -1.31808
H -1.95793 0.99149 1.26440
H -0.49371 1.09300 2.25329
H -0.70802 2.18401 0.94108
```


# 4
C4H9N in the gas phase, computed with ωB97M-V/def2-TZVPD.

Calculated values
energy relative to the best compared isomer or geometry (same formula, charge and spin)	33.8	kcal/mol
highest occupied orbital energy	-9.256	eV

Geometry as XYZ:
```
14
C4H9N (ωB97M-V/def2-TZVPD)
C -1.04979 0.27533 0.68256
C -0.01681 -0.07576 -0.44238
C 1.39859 0.07822 0.02679
C 2.31152 0.15866 -0.92248
N -2.23642 -0.45497 0.51011
H -1.20828 1.45858 0.55981
H -0.59138 0.25712 1.67419
H -0.32591 0.45289 -1.34468
H -0.23185 -1.11699 -0.68076
H 1.59542 0.06857 1.08896
H 2.11282 0.01576 -2.00241
H 3.31784 0.33781 -0.96760
H -2.06929 -1.40123 0.84953
H -3.00646 -0.05399 0.96835
```


# 5
C4H9N in the gas phase, computed with ωB97M-V/def2-TZVPD.

Calculated values
energy relative to the best compared isomer or geometry (same formula, charge and spin)	22.0	kcal/mol
highest occupied orbital energy	-9.143	eV

Geometry as XYZ:
```
14
C4H9N (ωB97M-V/def2-TZVPD)
C 1.93489 0.63718 1.12134
C 1.06296 -0.00196 0.01758
C -0.13023 0.42311 -0.33361
C -1.13402 -0.31794 -1.20535
H 1.59027 1.53881 1.55484
H 1.93709 -0.07112 2.01582
H 2.99145 0.84150 0.83192
H 1.55362 -0.89509 -0.39823
H -0.61570 1.28193 0.14180
H -1.64395 0.22932 -1.98213
H -0.63598 -1.16489 -1.67349
H -2.95834 -0.23987 -0.13693
H -1.70155 -1.29646 0.46672
N -2.25050 -0.96452 -0.42026
```


# 6
A 2-piece molecular cluster, C4H9N2 overall, computed with ωB97M-V/def2-TZVPD.

Calculated values
energy relative to the best compared isomer or geometry (same formula, charge and spin)	80.7	kcal/mol
net charge	+1
highest occupied orbital energy	-13.951	eV

Geometry as XYZ:
```
15
C4H9N2 (ωB97M-V/def2-TZVPD)
C 0.57259 0.91313 -0.33112
C 1.59971 1.71157 -0.12004
C 1.60434 -1.11186 0.28430
C -1.71121 -1.06574 0.36748
N 0.55377 -0.48156 0.12381
N -2.28767 -0.01471 -0.14386
H -0.27771 1.34209 -0.85641
H 2.48507 1.26412 0.32999
H 1.67310 2.71883 -0.53928
H 2.65498 -0.71135 0.02826
H 1.41020 -2.16140 0.36972
H -1.86074 -2.10952 -0.18585
H -1.57816 -1.23903 1.43082
H -2.42094 0.85895 0.36786
H -2.41731 0.08650 -1.12569
```


# 7
An isolated ion of composition C4H9N2 and charge +1, computed with ωB97M-V/def2-TZVPD.

Calculated values
energy relative to the best compared isomer or geometry (same formula, charge and spin)	72.5	kcal/mol
net charge	+1
highest occupied orbital energy	-15.388	eV

Geometry as XYZ:
```
15
C4H9N2 (ωB97M-V/def2-TZVPD)
C 0.10545 -0.09138 -0.32712
C -1.33287 -0.13583 -0.58731
C -2.30924 0.61413 0.29768
C 2.55075 -0.19700 0.15874
N -0.43293 -1.25676 -0.09076
N 1.32500 0.53983 -0.23050
H -1.73976 -0.21797 -1.69812
H -3.20429 -0.00884 0.57054
H -2.61491 1.46621 -0.24820
H -2.19928 0.96620 1.39792
H 2.98318 -0.65049 -0.70433
H 2.46132 -1.02949 0.93473
H 3.24901 0.44372 0.56009
H -0.25878 -1.82677 0.71125
H 1.41735 1.38444 -0.74461
```


# 8
C4H9N2 as an isolated structure, computed with ωB97M-V/def2-TZVPD.

Calculated values
energy relative to the best compared isomer or geometry (same formula, charge and spin)	16.0	kcal/mol
net charge	+1
highest occupied orbital energy	-14.891	eV

Geometry as XYZ:
```
15
C4H9N2 (ωB97M-V/def2-TZVPD)
C -0.09956 0.22461 -0.02599
C -1.14947 1.04004 0.65890
C -1.28506 -0.18285 1.59282
C 1.64265 -0.52304 -1.56285
N -0.23801 -0.80229 0.78977
N 0.66825 0.42417 -1.05782
H -0.79111 1.95147 1.13120
H -2.02396 1.26698 0.05397
H -0.99771 -0.01862 2.63061
H -2.23827 -0.70805 1.54724
H 2.61255 -0.36948 -1.08633
H 1.31074 -1.54241 -1.37678
H 1.75566 -0.38170 -2.63501
H 0.20930 -1.70254 0.86140
H 0.62400 1.32372 -1.52112
```


Energy readings, ordered: -5782.7205; -5781.3491; -5783.4489; -5782.3459; -5782.8561; -7264.6414; -7264.9969; -7267.4491 eV